C47H50AsBrF5MgN2O5S2Si | ωB97M-V/def2-TZVPD

```
115
Properties=species:S:1:pos:R:3:forces:R:3:lowdin_charge:R:1
Mg 0.904615 0.362154 0.489910 0.33 -0.09 0.56 0.469
C 4.339525 -0.252774 0.854425 -0.18 0.02 0.07 -0.013
C 3.515406 -1.450065 1.311382 0.34 -0.01 -0.16 -0.598
C 4.175171 -2.122841 2.509388 -0.20 0.06 0.12 -0.024
C 3.345381 -2.439512 0.161557 -0.15 0.06 0.04 -0.013
O 2.207801 -0.925998 1.678706 0.00 -0.11 -0.14 -0.224
Si 1.077446 -1.604482 2.711130 -0.38 -0.28 0.13 -0.130
S -0.638624 -0.563520 2.262158 0.09 -0.03 -0.16 0.476
O 1.073974 -3.199969 2.312678 0.02 0.10 -0.09 -0.147
C 0.299252 -4.296205 2.802536 0.04 -0.11 0.11 -0.637
C -1.073709 -3.854749 3.302619 0.12 0.15 -0.02 -0.055
C 0.144581 -5.253143 1.627087 0.04 0.08 -0.02 -0.024
C 1.077051 -4.950105 3.942851 0.01 0.04 -0.05 -0.026
O 1.582994 -1.598934 4.272555 -0.09 -0.08 -0.02 -0.143
C 1.520531 -0.618227 5.310615 0.09 0.23 0.11 -0.650
C 2.411321 -1.145572 6.428730 0.03 -0.02 -0.05 -0.034
C 0.087638 -0.473317 5.812436 -0.01 -0.08 -0.10 -0.040
C 2.046214 0.720342 4.800478 -0.02 -0.12 -0.12 -0.019
H 5.350254 -0.575363 0.599218 0.00 0.01 -0.02 0.091
H 4.395845 0.493752 1.649498 0.01 -0.01 -0.01 0.095
H 3.880062 0.205381 -0.021937 0.06 0.03 0.01 0.068
H 5.195790 -2.405933 2.249655 -0.01 -0.02 -0.02 0.090
H 3.621688 -3.014482 2.809911 0.05 0.01 0.00 0.079
H 4.203923 -1.440702 3.361492 0.05 -0.01 -0.03 0.081
H 4.323350 -2.805728 -0.157614 0.00 -0.01 0.02 0.092
H 2.867264 -1.939708 -0.682231 0.03 -0.02 -0.01 0.068
H 2.727189 -3.280624 0.476272 0.03 -0.02 0.00 0.078
H -1.579312 -3.256491 2.545900 -0.02 -0.07 0.01 0.036
H -0.974471 -3.241281 4.202545 -0.03 -0.02 -0.01 0.078
H -1.674492 -4.735704 3.537232 -0.01 0.01 0.04 0.088
H -0.371742 -4.749819 0.806958 -0.02 -0.04 0.01 0.081
H -0.429175 -6.135590 1.918226 0.01 -0.01 -0.01 0.085
H 1.129310 -5.569037 1.276265 -0.02 -0.01 -0.01 0.084
H 1.304417 -4.198804 4.700701 -0.01 -0.04 0.02 0.076
H 2.017271 -5.366256 3.573717 -0.01 0.01 0.01 0.085
H 0.488920 -5.751782 4.395736 0.03 -0.01 0.00 0.085
H 2.060752 -2.126831 6.754593 0.01 0.01 0.01 0.082
H 2.395778 -0.463029 7.280569 0.01 -0.01 0.00 0.084
H 3.439911 -1.243096 6.075883 -0.01 -0.01 0.01 0.082
H -0.282233 -1.438017 6.169676 0.01 0.03 0.02 0.084
H -0.560482 -0.129217 5.007126 0.00 0.02 0.02 0.041
H 0.049607 0.247716 6.631313 -0.01 -0.02 0.01 0.087
H 3.059754 0.600823 4.409796 -0.01 0.02 0.02 0.087
H 2.063526 1.455535 5.606718 0.00 0.02 -0.02 0.093
H 1.407505 1.094960 3.999050 0.01 0.04 0.03 0.061
Br -2.061273 2.793280 -5.788913 -0.01 -0.02 0.01 0.721
C -0.476140 2.125280 -4.990690 -0.03 -0.02 -0.09 -0.650
C 0.710087 2.154325 -5.706466 0.12 0.00 0.10 -0.195
N 1.859474 1.713736 -5.200776 -0.04 0.03 0.00 0.078
C 1.844339 1.220065 -3.962996 0.02 -0.05 -0.11 -0.062
C 0.692361 1.128094 -3.194792 0.02 0.01 0.04 -0.095
C -0.500482 1.604498 -3.715382 -0.05 -0.02 0.07 -0.067
C 0.728525 0.546683 -1.820168 -0.14 -0.15 -0.25 -0.617
O 1.800036 0.050791 -1.376935 -0.13 0.02 -0.01 -0.043
O -0.323490 0.577849 -1.116600 0.32 0.01 -0.24 -0.145
H 0.739181 2.558935 -6.711613 -0.03 -0.01 -0.01 0.096
H 2.788286 0.880933 -3.555173 -0.03 -0.02 0.02 0.124
H -1.400261 1.567627 -3.115227 0.00 0.05 0.03 0.078
S -1.622174 3.506860 -0.782361 -0.06 0.07 -0.01 0.645
C -2.825190 2.421925 -0.397776 0.14 0.14 0.06 -0.798
N -2.681394 1.531065 0.637434 -0.07 -0.10 -0.12 0.062
C -3.655698 0.698812 1.073000 0.04 0.00 0.01 -0.130
C -4.870985 0.669796 0.470763 -0.08 -0.02 -0.01 -0.092
C -5.072268 1.512279 -0.649340 0.03 0.05 0.02 -0.085
C -4.088247 2.352804 -1.068507 -0.11 -0.10 0.04 -0.121
H -1.765760 1.445530 1.074504 -0.11 0.25 -0.03 0.058
H -3.388271 0.081288 1.918829 0.05 -0.02 -0.02 0.088
H -5.650846 0.018837 0.836463 0.04 -0.04 0.00 0.099
H -6.023412 1.489321 -1.168518 0.03 0.01 -0.02 0.107
H -4.231678 3.019214 -1.906937 0.03 0.00 0.00 0.097
F 0.099641 2.603013 2.667468 -0.01 0.04 0.02 0.013
C 1.089293 3.125113 1.891539 0.04 -0.08 -0.13 -0.269
C 1.624177 2.369843 0.865809 0.05 0.33 0.13 -0.001
C 2.576606 3.045407 0.125512 -0.06 -0.07 0.19 -0.237
F 3.201497 2.443087 -0.918895 0.01 0.01 -0.03 0.053
C 2.982751 4.344976 0.376844 0.13 0.03 -0.07 -0.151
F 3.928862 4.944604 -0.370311 -0.02 0.00 -0.01 0.089
C 2.427001 5.034575 1.434837 0.05 0.06 0.02 -0.148
F 2.826075 6.285979 1.713759 -0.02 -0.01 -0.01 0.098
C 1.468168 4.415578 2.209820 -0.09 0.02 0.09 -0.154
F 0.926709 5.077837 3.248481 -0.01 0.01 -0.03 0.091
C -6.136642 -1.043886 -5.359295 0.05 0.00 0.00 -0.101
C -5.393948 0.080451 -5.026059 -0.02 -0.03 -0.02 -0.092
C -4.393799 -0.012006 -4.067853 0.05 0.02 0.05 -0.148
C -4.098567 -1.224498 -3.444782 0.01 0.08 0.02 -0.380
C -4.859283 -2.341521 -3.779375 0.00 0.01 0.02 -0.095
C -5.868537 -2.252559 -4.730377 0.00 0.03 0.00 -0.093
As -2.604529 -1.164785 -2.153095 -0.35 -0.31 -0.05 1.404
C -2.854107 -2.935306 -1.325416 -0.02 -0.02 0.03 -0.377
C -3.251152 -2.978698 0.008172 -0.01 0.04 -0.07 -0.110
C -3.461353 -4.193698 0.650388 -0.02 0.00 -0.01 -0.102
C -3.259847 -5.382515 -0.033069 -0.04 0.02 -0.02 -0.103
C -2.849666 -5.353544 -1.360782 0.00 0.00 0.03 -0.088
C -2.648988 -4.139216 -2.000926 0.04 0.04 0.03 -0.123
C -1.184222 -1.742023 -3.376891 0.06 -0.05 0.01 -0.389
C -1.270986 -1.664269 -4.762492 -0.06 0.03 0.03 -0.099
C -0.213439 -2.086169 -5.559675 0.05 0.06 0.03 -0.085
C 0.947353 -2.575358 -4.977337 -0.03 -0.01 -0.01 -0.090
C 1.045102 -2.650580 -3.593356 -0.02 -0.04 -0.04 -0.073
C -0.014696 -2.238005 -2.801810 -0.05 0.00 0.03 -0.127
H -6.920028 -0.978383 -6.104523 0.01 -0.01 0.01 0.096
H -5.588848 1.028196 -5.513653 0.00 0.00 0.03 0.099
H -3.834702 0.877555 -3.795391 0.02 0.00 -0.05 0.065
H -4.677207 -3.289473 -3.291212 0.04 -0.03 -0.01 0.086
H -6.443818 -3.134451 -4.986152 -0.01 0.01 0.03 0.097
H -3.380340 -2.048853 0.549329 0.00 -0.02 0.04 0.072
H -3.765043 -4.210395 1.690106 0.01 0.01 -0.02 0.100
H -3.413311 -6.330826 0.467567 0.01 0.00 0.00 0.099
H -2.680269 -6.280548 -1.895188 0.00 0.01 -0.01 0.099
H -2.319572 -4.125919 -3.033124 0.02 0.00 -0.01 0.105
H -2.169486 -1.274273 -5.226624 0.00 -0.03 -0.03 0.096
H -0.298190 -2.028365 -6.638102 0.01 0.02 0.00 0.099
H 1.771351 -2.901388 -5.600107 0.00 0.02 0.01 0.098
H 1.943751 -3.039001 -3.130310 0.01 0.05 0.02 0.103
H 0.067868 -2.302965 -1.721174 0.02 -0.01 -0.01 0.111
```
Forces are in eV/Å.

## Properties
LUMO level ... 2.222 eV
Calculated total energy ... -8902.215645 a.u.
HOMO ... -5.23 eV
Total charge ... -1
HOMO-LUMO gap ... 7.4 eV
Relative energy (zero: lowest compared OMol25 entry of this formula, charge and spin) ... 0.321 eV



F2FeHO2P | ωB97M-V/def2-TZVPD

```
7
Properties=species:S:1:pos:R:3:forces:R:3:nbo_charge:R:1
H 0.173133 -1.721155 -0.061207 -4.79 1.24 -0.22 0.614
P -0.433371 0.179557 0.048127 -0.80 -0.57 -0.45 2.676
F -0.735152 1.020256 1.312069 0.26 -1.04 -2.03 -0.450
F -0.609487 1.084583 -1.190341 0.15 -0.78 1.96 -0.454
O -1.017745 -1.227116 -0.107501 2.37 -0.89 0.34 -0.922
O 1.024884 -0.388901 0.114478 3.19 2.24 0.45 -1.267
Fe 2.822335 0.114841 0.306283 -0.39 -0.20 -0.05 1.804
```
Forces are in eV/Å.

## Properties
LUMO level (alpha / beta) ... -12.685 / -13.495 eV
Calculated total energy ... -1955.135277 a.u.
⟨S²⟩ ... 6.0049
HOMO (alpha / beta) ... -22.48 / -22.47 eV
Total charge ... +2
Spin multiplicity ... 5
HOMO-LUMO gap (alpha / beta) ... 9.8 / 9.0 eV
Relative energy (zero: lowest compared OMol25 entry of this formula, charge and spin) ... 1.067 eV



C3H6N2O | ωB97M-V/def2-TZVPD

```
12
Properties=species:S:1:pos:R:3:forces:R:3:nbo_charge:R:1
C 2.375967 -0.452255 0.026544 -0.99 -0.55 -0.51 -0.068
N 1.095005 -0.371295 -0.026227 1.33 0.33 0.04 -0.310
N 0.644774 0.966612 -0.017326 -0.51 -0.17 0.40 -0.408
C -0.628917 1.109722 0.024373 0.17 0.39 -0.39 0.429
O -1.665673 0.274945 -0.026144 0.07 0.22 0.15 -0.496
C -1.573298 -1.147790 0.012472 -0.63 -0.55 -0.16 -0.253
H 2.805795 -1.451566 -0.050086 -0.16 0.12 0.21 0.174
H 3.075441 0.378419 0.040968 -0.30 0.34 0.11 0.170
H -1.029886 2.134603 0.049903 0.42 -0.42 -0.01 0.175
H -1.160037 -1.479138 0.968411 -0.03 0.04 -0.16 0.192
H -2.642441 -1.471345 -0.073380 1.05 0.10 -0.01 0.190
H -0.944455 -1.535814 -0.802128 -0.42 0.14 0.31 0.205
```
Forces are in eV/Å.

## Properties
LUMO level ... 1.014 eV
Calculated total energy ... -302.581046 a.u.
HOMO ... -9.24 eV
Total charge ... 0
HOMO-LUMO gap ... 10.3 eV
SMILES ... C=N/N=C\OC
Relative energy (zero: lowest compared OMol25 entry of this formula, charge and spin) ... 3.049 eV